No. 1
Here is C19H19N3O4 in the gas phase from the OMol25 dataset. Energies are from ωB97M-V/def2-TZVPD.

Structure (XYZ):
```
45
Properties=species:S:1:pos:R:3:mulliken_charge:R:1
O 1.3584 0.4740 1.8445 -0.71
C 1.7853 -0.1678 0.8971 0.18
C 0.8757 -1.1089 0.1958 0.61
C -0.3728 -1.5243 0.7354 -0.12
C -0.8974 -2.3222 -0.2374 0.18
C -2.1710 -3.1004 -0.3307 -0.74
O -3.1273 -2.7023 0.6141 -0.44
C -3.6993 -1.4650 0.4933 0.47
C -4.6675 -1.1727 1.4826 -0.69
C -5.3297 0.0169 1.4839 -0.50
C -5.0585 0.9871 0.4934 0.03
N -5.7320 2.1519 0.5204 -0.64
C -5.4720 3.0443 -0.3936 -0.25
C -4.5227 2.8663 -1.4156 -0.50
C -3.8275 1.6886 -1.4663 -0.59
C -4.0818 0.6964 -0.4972 0.56
C -3.4119 -0.5436 -0.4806 -0.10
O -0.0426 -2.3756 -1.2753 -0.27
N 1.0478 -1.6266 -0.9964 -0.42
N 3.0601 -0.0583 0.4680 0.14
C 3.6409 -0.7808 -0.6457 -0.59
C 5.1613 -0.7761 -0.5320 -0.87
C 5.7141 0.6490 -0.6177 -0.51
C 4.7586 1.6557 0.0521 0.02
O 5.4393 2.7526 0.6057 -0.56
C 3.9027 0.9362 1.1022 -0.92
H -0.7833 -1.2523 1.6834 0.51
H -1.9709 -4.1545 -0.1052 0.38
H -2.5626 -3.0384 -1.3564 0.41
H -4.8576 -1.9276 2.2293 0.44
H -6.0698 0.2494 2.2327 0.45
H -6.0395 3.9641 -0.3297 0.37
H -4.3548 3.6496 -2.1388 0.39
H -3.0872 1.5055 -2.2335 0.40
H -2.6747 -0.7274 -1.2478 0.40
H 3.2658 -1.8056 -0.6442 0.63
H 3.3342 -0.3218 -1.5928 0.24
H 5.5789 -1.3864 -1.3325 0.38
H 5.4449 -1.2377 0.4153 0.32
H 6.6864 0.6982 -0.1217 0.28
H 5.8662 0.9347 -1.6585 0.25
H 4.0916 2.0974 -0.6953 0.32
H 6.0011 2.4432 1.3264 0.36
H 4.5506 0.4672 1.8548 0.27
H 3.2504 1.6482 1.6147 0.41
```

Relative energy (zero: lowest compared OMol25 entry of this formula, charge and spin) in kJ/mol: 364.0
LUMO level in Eh: 0.0132
Energy in Ha: -1200.61418
Spin multiplicity: 1
Kohn-Sham gap in eV: 8.92
SMILES: O=C(c1cc(COc2ccc3ncccc3c2)on1)N1CCC[C@H](O)C1

***

No. 2
Here is a molecular structure, C19H20AsF6N4Sc from the OMol25 dataset. Energies are from ωB97M-V/def2-TZVPD.

Structure (XYZ):
```
51
Properties=species:S:1:pos:R:3:mulliken_charge:R:1
Sc 0.7209 -0.3513 0.1594 0.31
C -1.1106 2.1329 -0.6739 -0.91
C -1.3235 1.4384 -2.0137 -1.02
C -0.1146 0.8585 -2.7091 0.77
C 0.2383 1.3170 -3.9628 -0.92
C 1.2317 0.6703 -4.6877 -0.45
C 1.8338 -0.4469 -4.1358 -0.91
C 1.4658 -0.8275 -2.8612 -0.23
N 0.5230 -0.1950 -2.1365 0.45
N -0.9309 1.1735 0.4722 0.43
C -0.5615 1.9306 1.6769 -0.98
C 0.0333 1.0780 2.7316 0.94
C 0.2717 1.6199 4.0686 -0.78
C 0.8033 0.8194 5.0557 -0.51
C 1.0875 -0.4957 4.7188 -0.65
C 0.8552 -0.9585 3.3584 -0.15
N 0.3447 -0.1877 2.4029 0.46
C -2.1893 0.3854 0.7381 -0.84
C -2.2422 -0.9674 0.0651 0.49
C -3.4509 -1.5671 -0.2148 -1.09
C -3.4563 -2.8464 -0.7559 -0.35
C -2.2483 -3.4857 -1.0016 -0.98
C -1.0808 -2.8248 -0.6951 -0.23
N -1.0696 -1.5878 -0.1620 0.66
H -1.9778 2.7581 -0.4534 0.51
H -0.2334 2.7785 -0.7152 0.53
H -1.7632 2.1815 -2.6764 0.68
H -2.0794 0.6560 -1.9117 0.28
H -0.2896 2.1590 -4.3897 0.47
H 1.5086 1.0192 -5.6727 0.47
H 2.5805 -1.0127 -4.6744 0.47
H 1.9386 -1.6810 -2.3959 0.57
H -1.4174 2.4739 2.1071 0.60
H 0.1776 2.7067 1.4256 0.53
H 0.0062 2.6529 4.2727 0.57
H 0.9857 1.1999 6.0533 0.53
H 1.5030 -1.1876 5.4438 0.51
H 1.1070 -1.9777 3.0857 0.57
H -3.0627 0.9785 0.4645 0.49
H -2.2549 0.2142 1.8142 0.53
H -4.3795 -1.0453 -0.0192 0.52
H -4.3935 -3.3348 -0.9867 0.48
H -2.2120 -4.4784 -1.4273 0.48
H -0.1174 -3.2834 -0.8834 0.60
F 2.1187 1.0278 -0.0334 -0.71
As 3.8049 -0.0307 0.3180 1.95
F 3.1194 0.0043 1.8768 -0.36
F 4.6837 1.3591 0.5181 -0.34
F 4.8454 -1.2768 0.6488 -0.33
F 3.8301 -0.1075 -1.3371 -0.33
F 2.3406 -1.4357 0.1106 -0.76
```

LUMO level (alpha / beta) in Eh: -0.4012 / -0.5378
Energy in Ha: -4549.95046
Spin multiplicity: 2
⟨S²⟩: 0.769
Kohn-Sham gap (alpha / beta) in eV: 7.18 / 3.46
Net charge: +3

***

No. 3
Here is a molecular structure, C19H20BN10OOsS from the OMol25 dataset. Energies are from ωB97M-V/def2-TZVPD.

Structure (XYZ):
```
53
Properties=species:S:1:pos:R:3:mulliken_charge:R:1
Os 0.4758 0.7668 -0.5377 2.00
C 2.5894 -2.6896 -2.2357 -1.04
C 2.5490 -1.7394 -1.2143 -0.15
N 1.5425 -0.8952 -1.4182 -1.16
N 0.9266 -1.2770 -2.5641 0.96
C 1.5397 -2.3615 -3.0668 -0.03
B -0.2961 -0.4662 -2.9972 -0.67
N 0.1282 1.0712 -3.0857 1.12
C -0.5133 2.0222 -3.7634 -0.22
C 0.0673 3.2564 -3.4945 -0.82
C 1.0646 2.9794 -2.5785 -0.27
N 1.1436 1.6542 -2.3396 -1.01
N -1.3699 -0.5017 -1.8298 1.04
C -2.6635 -0.2071 -1.9277 -0.08
C -3.2551 -0.2887 -0.6731 -1.00
C -2.2157 -0.6098 0.1735 -0.16
N -1.0542 -0.7708 -0.4987 -0.94
N -0.8599 -0.9101 -4.3056 0.85
C -0.2795 -0.7892 -5.5200 -0.41
C -1.0955 -1.4175 -6.4389 -0.85
C -2.1747 -1.9042 -5.6682 -0.29
N -2.0386 -1.6076 -4.3956 -1.09
H 3.2876 -3.4985 -2.3540 0.44
H 3.1950 -1.6249 -0.3589 0.44
H 1.1878 -2.8215 -3.9759 0.49
H -1.3328 1.7730 -4.4197 0.47
H -0.2025 4.2120 -3.9077 0.46
H 1.7511 3.6487 -2.0857 0.48
H -3.1098 0.0050 -2.8843 0.49
H -4.2920 -0.1426 -0.4284 0.47
H -2.2477 -0.7680 1.2395 0.40
H 0.6618 -0.2773 -5.6491 0.52
H -0.9358 -1.5104 -7.4993 0.45
H -3.0401 -2.4565 -5.9979 0.46
N 0.2083 -0.3380 2.8427 -0.29
C 0.9390 0.7650 2.9828 0.42
S 1.8135 1.5432 1.7996 -0.30
N 0.9978 1.3456 4.2468 -0.06
C 0.7952 0.8349 5.4936 0.74
C 0.6722 1.7864 6.5451 -0.37
C 0.4743 1.3642 7.8299 -0.66
C 0.4173 -0.0080 8.1096 -0.36
C 0.5810 -0.9534 7.0828 -0.69
C 0.7677 -0.5534 5.7872 -0.18
H 0.1620 -0.7622 1.9282 0.10
H -0.5048 -0.5858 3.5124 0.39
H 1.2679 2.3229 4.2083 0.28
H 0.7147 2.8430 6.3090 0.38
H 0.3628 2.0848 8.6281 0.43
H 0.2655 -0.3443 9.1267 0.43
H 0.5831 -2.0074 7.3248 0.42
H 0.9657 -1.2860 5.0186 0.59
O -0.6164 2.0947 -0.0747 -0.63
```

Relative energy (zero: lowest compared OMol25 entry of this formula, charge and spin) in kJ/mol: 205.2
LUMO level (alpha / beta) in Eh: -0.2406 / -0.3683
Energy in Ha: -1871.95323
Spin multiplicity: 6
⟨S²⟩: 8.801
Kohn-Sham gap (alpha / beta) in eV: 6.99 / 3.51
Net charge: +2